The following is a DFT calculation (ωB97M-V/def2-TZVPD) of a cluster of 2 separate species, C3H8O in total at a distorted geometry.

* HOMO level: -9.805 eV
* orbital gap: 10.71 eV
* ΔE to the lowest compared entry with this formula, charge and spin: 56.8 kcal per mole
* M: 60.10 g/mol
* E_tot: -194.24536 a.u.
* SMILES: C=C.CO
* 2S+1: 1

Each atom is followed by the atoms it is bonded to, with distances in Å.
CARTESIAN COORDINATES (ANGSTROEM)
1 O -1.66424 -1.82278 0.80870  C3 1.421, H7 0.981
2 C 1.38534 1.13639 -1.67880  C4 1.347, H8 1.134, H9 1.108
3 C -0.52997 -1.31455 1.49687  O1 1.421, H10 1.048, H11 1.168, H12 1.136
4 C 1.12369 2.28521 -1.02598  C2 1.347, H5 1.116, H6 1.036
5 H 1.66050 3.26287 -0.98879  C4 1.116
6 H 0.19742 2.36152 -0.56796  C4 1.036
7 H -2.52881 -1.40506 1.00968  O1 0.981
8 H 0.48799 0.45244 -1.79066  C2 1.134
9 H 2.27091 0.50394 -1.88879  C2 1.108
10 H 0.07557 -2.00142 2.00610  C3 1.048
11 H -0.89550 -0.46446 2.21014  C3 1.168
12 H 0.17152 -0.76987 0.78815  C3 1.136

The following is a DFT calculation (ωB97M-V/def2-TZVPD) of the molecule C3H8O at a distorted geometry.

* HOMO level: -10.297 eV
* orbital gap: 11.23 eV
* ΔE to the lowest compared entry with this formula, charge and spin: 29.8 kcal per mole
* M: 60.10 g/mol
* E_tot: -194.28847 a.u.
* SMILES: CC(C)O
* 2S+1: 1

Each atom is followed by the atoms it is bonded to, with distances in Å.
CARTESIAN COORDINATES (ANGSTROEM)
1 O -0.35071 1.66272 -0.02582  C3 1.421, H8 0.994
2 C -1.10141 -0.58725 0.52106  C3 1.504, H7 1.093, H9 1.095, H11 1.094
3 C -0.10114 0.27493 -0.19871  O1 1.421, C2 1.504, C4 1.505, H5 1.186
4 C 1.35194 -0.07934 -0.02891  C3 1.505, H6 1.095, H10 1.094, H12 1.093
5 H -0.33836 0.14547 -1.35312  C3 1.186
6 H 1.97087 0.61967 -0.60108  C4 1.095
7 H -0.98667 -1.60526 0.14071  C2 1.093
8 H -0.54230 1.49916 -0.98756  O1 0.994
9 H -2.11538 -0.22579 0.31869  C2 1.095
10 H 1.66563 -0.03209 1.01771  C4 1.094
11 H -0.94618 -0.57716 1.60348  C2 1.094
12 H 1.49372 -1.09506 -0.40644  C4 1.093